{
  "formula": "CH2Cl2N2",
  "method": "ωB97M-V with the def2-TZVPD basis set",
  "lumo_ev": [-1.58, -1.35],
  "orbital_gap_ha": [0.313, 0.312],
  "e_homo_ev": [-10.109, -9.855],
  "de_lowest_kcal_mol": 90.0,
  "energy_ha": -1069.02876,
  "species": ["Cl", "Cl", "N", "N", "C", "H", "H"],
  "xyz": [[1.5211, -0.9779, 2.2449], [1.6400, -1.0525, -1.0286], [0.3695, -0.2070, 1.1697], [-1.3613, 0.5354, -1.0530], [0.4787, -0.2999, -0.0155], [-1.7817, 0.5618, -0.0435], [-0.8662, 1.4402, -1.2741]],
  "forces_ev_per_angstrom": [[-0.285, 0.312, -0.559], [-0.544, 0.340, 0.166], [-0.353, 0.144, 3.564], [2.722, -0.940, 3.088], [-1.689, 0.397, -4.741], [0.978, 0.581, -2.295], [-0.830, -0.833, 0.777]],
  "mulliken_charge": [-0.07, -0.09, -0.22, -0.53, 0.39, 0.27, 0.26]
}